Molecular formula: C10H7F3N4OS
Method: DFT, ωB97M-V/def2-TZVPD

Geometry as XYZ:
```
26
Properties=species:S:1:pos:R:3:forces:R:3:lowdin_charge:R:1
N -3.179 -2.866 2.614 -0.118 0.969 -0.115 0.0472
C -0.545 -0.241 -1.076 -1.207 -0.686 -0.007 -0.0249
C -0.797 -0.248 3.796 -0.355 0.607 0.748 -0.2059
O 1.824 0.725 -3.636 2.659 1.140 -1.153 0.0788
S -1.551 -3.140 4.627 0.547 0.171 -0.854 0.6778
H -1.386 -0.996 -0.954 1.232 1.180 -0.404 0.1387
C 1.729 1.421 -1.225 -0.059 0.082 -0.916 0.0099
C 2.956 1.549 -4.025 -3.086 -0.600 0.266 -0.5354
C -2.009 -2.430 3.189 -1.581 -0.465 2.637 -0.8047
C -1.423 -1.127 2.854 0.181 1.912 -3.979 -0.3136
H -3.745 -2.129 2.162 0.553 -0.813 0.113 0.1120
H -0.166 -0.719 -2.979 -0.415 -0.928 -2.314 0.0925
F 2.463 2.861 -4.077 1.799 -2.125 0.154 0.1196
H -0.723 1.164 1.910 0.746 0.639 0.692 0.0907
N -1.499 -0.670 1.596 0.703 -0.249 0.779 0.1261
F 4.006 1.413 -3.196 -1.092 0.657 -0.959 0.1743
N -0.993 0.574 1.158 -1.105 -2.892 1.437 0.0496
H 2.678 1.983 -1.137 -0.806 -0.328 -0.403 0.1248
C 0.090 -0.019 -2.272 1.587 0.398 1.478 0.0103
H 1.162 1.923 0.793 0.294 -0.001 -0.062 0.1196
C -0.160 0.518 0.009 -1.359 0.120 0.226 -0.2798
C 0.920 1.333 -0.085 1.025 0.677 0.386 -0.0337
F 3.279 1.122 -5.258 -0.106 0.875 1.472 0.1730
C 1.264 0.784 -2.395 -0.928 -0.274 1.911 -0.2285
N -0.485 0.711 4.359 0.196 -0.636 -0.245 0.1840
H -3.708 -3.498 3.246 0.695 0.570 -0.889 0.0977
```
Forces are in eV/Å.

Its net charge is 0. The frontier orbital gap is 7.3 eV. The structure (SMILES) is N#C/C(=N\Nc1ccc(OC(F)(F)F)cc1)C(N)=S.

***

Molecular formula: C10H7IS2
Method: DFT, ωB97M-V/def2-TZVPD

Geometry as XYZ:
```
20
Properties=species:S:1:pos:R:3:forces:R:3:lowdin_charge:R:1
C 0.001 0.074 -1.163 -0.322 0.991 -0.068 -0.3098
H -0.616 1.494 4.132 0.011 0.025 0.211 0.0609
H 0.891 -2.504 1.002 0.021 -0.047 0.010 0.0765
H -0.828 1.062 -4.231 0.009 -0.007 -0.235 0.0605
C 0.084 0.152 2.549 -0.040 0.052 0.118 -0.1174
S -1.198 2.166 -2.094 0.372 -0.591 0.241 1.0621
C -0.563 1.344 0.657 0.101 -0.348 1.167 -0.4867
H 0.362 -0.959 -3.083 0.089 -0.118 -0.107 0.1152
I 3.085 -0.249 -0.019 -1.638 -0.212 0.003 0.3807
S -1.105 2.370 1.913 0.355 -0.577 -0.211 1.0614
H 0.529 -0.634 3.133 0.068 -0.118 0.150 0.1148
C -0.039 -0.111 -2.558 -0.064 -0.006 -0.164 -0.1155
C -0.652 0.931 -3.182 -0.136 0.236 0.074 -0.3883
C -0.500 1.255 3.093 -0.113 0.159 -0.071 -0.3889
H -0.644 -2.450 0.125 -0.121 0.012 0.007 0.1042
C 0.405 -2.144 0.100 0.079 -0.135 -0.054 -0.0954
C 0.456 -0.659 0.020 1.659 0.056 0.009 -0.4096
C 0.050 0.190 1.143 -0.361 1.055 0.002 -0.3159
C -0.593 1.272 -0.769 0.028 -0.401 -1.112 -0.4865
H 0.873 -2.600 -0.769 0.004 -0.028 0.031 0.0778
```
Forces are in eV/Å.

The calculation puts the energy relative to the best compared isomer or geometry (same formula, charge and spin) at 0.000 eV. Its net charge is 0. The frontier orbital gap is 6.4 eV. The structure (SMILES) is CC1(I)c2ccsc2-c2sccc21.

***

Molecular formula: C10H7NO4Ti
Method: DFT, ωB97M-V/def2-TZVPD

Geometry as XYZ:
```
23
Properties=species:S:1:pos:R:3:forces:R:3:lowdin_charge:R:1
C 0.252 0.392 1.122 0.267 -0.620 2.914 -0.0786
Ti 0.342 1.956 -1.239 -1.029 -4.341 2.903 0.7992
C 1.904 0.984 -1.953 9.438 -6.648 -3.653 0.0660
C -0.585 -3.075 2.351 0.281 0.767 -0.324 0.0392
C 0.656 3.217 -2.861 1.383 5.165 -6.123 0.0235
N 0.019 0.179 -0.139 0.944 5.110 -4.782 -0.1209
O 0.753 4.358 0.618 -0.806 -4.712 -3.795 0.3381
O 2.827 0.313 -2.281 -6.375 4.737 2.194 0.3054
C 0.606 3.469 -0.120 1.829 9.629 6.917 0.0286
C 0.057 -0.678 1.957 0.565 1.326 1.751 0.0729
C -0.356 -0.921 -0.744 -0.765 -2.957 -0.018 -0.0873
H 0.065 -3.896 2.056 -0.006 -0.203 -0.123 0.1269
H -0.378 -2.820 3.379 0.044 0.027 0.271 0.1022
H -1.618 -3.403 2.273 -0.187 -0.166 -0.124 0.1265
H -0.889 -2.951 -0.371 0.158 0.420 0.332 0.1705
O -2.471 1.348 -2.467 6.824 1.795 2.546 0.3177
H 0.234 -0.541 3.030 -0.112 -0.183 -0.394 0.1652
C -1.398 1.621 -2.063 -10.711 -2.498 -4.581 0.0545
H 0.582 1.378 1.511 -0.175 -0.585 -0.348 0.1479
C -0.560 -2.001 0.077 -0.553 -1.088 -1.780 0.0770
O 0.829 3.950 -3.745 -0.899 -3.758 4.402 0.3172
H -0.513 -0.984 -1.843 0.218 0.217 0.876 0.1605
C -0.357 -1.894 1.448 -0.332 -1.435 0.939 -0.1523
```
Forces are in eV/Å.

As for the spin multiplicity: 2. Its net charge is +3. The frontier orbital gap (alpha / beta) is 5.0 / 5.4 eV.

***

Molecular formula: C10H8AlF18O19S6
Method: DFT, ωB97M-V/def2-TZVPD

Geometry as XYZ:
```
62
Properties=species:S:1:pos:R:3:forces:R:3:lowdin_charge:R:1
S -7.907 1.647 19.032 0.279 -2.382 -1.635 0.4720
H -14.196 -0.781 22.536 -0.401 -0.291 -0.371 0.0952
O -8.422 -0.021 16.037 1.902 0.269 -0.260 -0.2767
C -6.419 1.651 15.070 -1.434 -0.971 0.830 -0.6386
C -12.066 0.688 20.690 0.247 -1.825 -1.170 -0.1386
O -10.311 -2.075 14.595 -0.348 -0.180 0.306 -0.3825
F -8.406 -5.247 19.165 0.008 -0.226 -0.409 0.0981
F -10.687 -4.825 12.032 0.335 -0.990 0.256 0.1036
O -8.407 -2.934 13.377 -0.892 -0.295 -0.524 -0.3337
O -6.580 -0.994 14.740 -0.320 0.976 1.112 -0.2048
C -7.909 -5.364 17.915 -0.092 1.669 0.848 -0.6239
S -6.965 -0.059 15.814 -0.963 -0.741 -1.191 0.5749
O -9.647 -1.771 19.725 -0.460 -0.444 0.985 -0.3271
F -9.731 2.974 20.278 -0.657 1.029 0.654 0.1373
F -8.995 -4.356 21.590 -0.362 -0.028 -0.190 0.1304
C -10.670 -4.350 13.284 0.774 2.876 0.825 -0.6607
H -11.358 -0.323 22.481 -0.148 -0.478 -0.210 0.0911
O -8.843 -2.897 17.323 0.820 -0.797 0.278 -0.2611
C -9.331 -3.145 22.014 0.080 1.323 -0.845 -0.6401
F -16.733 -2.536 16.288 0.198 -0.185 0.872 0.1017
O -13.017 -2.444 15.440 -1.720 -0.502 -0.134 -0.3756
F -10.068 -5.148 14.193 -0.308 -0.531 -1.055 0.1042
F -8.778 -2.992 23.212 0.052 0.041 0.741 0.1137
C -12.300 0.036 22.071 0.735 2.530 -0.796 -0.1810
O -9.091 0.846 18.718 -0.357 1.036 0.579 -0.3606
O -6.147 -0.252 16.998 -0.233 0.181 -0.247 -0.1933
H -11.009 0.778 20.444 -0.081 0.325 -0.016 0.0872
H -12.616 1.618 20.542 0.010 0.125 0.115 0.1163
C -15.444 -2.863 16.486 1.895 -0.346 -1.285 -0.6309
S -7.565 -3.598 17.273 0.497 0.364 -0.699 0.5518
Al -11.032 -0.889 17.226 0.155 -0.240 -0.300 1.1663
H -14.013 -1.822 19.825 0.504 -0.051 -0.074 0.1077
F -15.230 -4.079 15.941 -0.705 -0.029 -0.497 0.0868
C -13.749 -0.865 20.271 0.342 0.850 1.289 -0.1777
F -8.825 -5.938 17.151 0.300 -0.442 -0.056 0.1446
O -6.839 0.784 19.483 0.281 0.460 1.346 -0.2585
C -8.431 2.816 20.402 1.742 -1.570 -1.577 -0.6744
O -8.835 -0.522 21.680 -0.662 -0.629 0.690 -0.2747
H -12.928 -1.912 21.979 -0.516 -0.261 0.098 0.0903
F -15.093 -3.060 17.763 -1.065 0.746 0.422 0.1046
F -7.426 2.547 15.094 0.797 -0.308 0.128 0.1140
O -6.532 -3.060 18.167 -0.860 -0.553 -0.380 -0.1931
F -8.118 2.214 21.532 -0.390 0.319 1.129 0.1287
S -8.761 -1.720 20.881 1.460 0.520 -2.359 0.5106
F -5.371 2.071 15.759 0.071 0.536 -0.061 0.1308
F -6.061 1.500 13.800 0.211 0.010 -0.316 0.1209
F -6.804 -6.127 18.029 -0.420 0.148 -0.585 0.1126
F -11.912 -4.151 13.667 -0.863 -0.762 -0.010 0.1200
F -10.678 -3.052 22.151 0.485 -0.438 0.083 0.0953
O -7.461 2.477 17.954 -0.152 1.599 -0.589 -0.2972
O -7.387 -2.011 20.445 -0.740 -0.610 1.095 -0.2455
H -14.618 -0.220 20.104 -0.034 0.276 -0.017 0.1087
F -7.758 3.991 20.360 -0.775 -0.088 0.108 0.0996
S -14.230 -1.653 15.668 3.402 0.120 -0.275 0.4546
O -13.872 -0.715 16.722 -1.555 0.762 0.527 -0.4288
S -9.844 -2.640 13.350 1.364 0.748 -0.371 0.4803
O -7.057 -3.803 15.921 -0.274 -0.091 0.977 -0.1984
O -14.850 -1.118 14.473 -0.751 -0.415 0.752 -0.3244
H -12.570 0.893 22.696 -0.343 -0.258 0.411 0.0979
C -13.398 -0.942 21.810 -0.036 -1.384 -0.202 -0.1603
O -12.574 -0.293 19.708 -0.148 0.399 0.777 -0.2397
O -10.312 -1.926 12.159 0.119 -0.895 0.472 -0.3495
```
Forces are in eV/Å.

The calculation puts the energy relative to the best compared isomer or geometry (same formula, charge and spin) at 2.349 eV. Its net charge is -3. The frontier orbital gap is 2.8 eV.

***

Molecular formula: C10H8BrF5N4
Method: DFT, ωB97M-V/def2-TZVPD

Geometry as XYZ:
```
28
Properties=species:S:1:pos:R:3:forces:R:3:lowdin_charge:R:1
F -1.208 -0.558 -2.780 -0.252 0.757 -0.159 0.0885
N -1.010 1.139 0.286 -2.450 0.065 -0.986 0.1006
H -0.376 -3.914 0.457 -0.087 0.245 -0.279 0.1105
H 1.993 0.339 -0.680 -0.043 -0.239 0.245 0.1136
H -1.429 -2.183 -1.104 0.252 -0.059 0.112 0.1207
N -1.892 2.373 2.071 -0.753 1.177 0.103 0.1474
C 3.397 -1.233 1.047 -1.501 0.523 1.005 -0.5621
F 0.518 0.816 -2.536 -0.766 0.145 -0.498 0.0836
H -1.137 2.981 2.358 0.100 -0.282 -0.097 0.0919
F 4.071 -2.328 1.429 0.268 0.233 -0.462 0.1423
H -2.517 2.004 2.764 -0.053 0.000 -0.209 0.0986
C -0.449 0.141 -1.883 1.188 -0.745 1.128 -0.4240
H -2.756 1.927 -2.270 -0.219 0.376 0.223 0.1973
N -2.350 1.839 -1.351 0.546 -0.630 -0.321 0.1569
C -0.442 -2.035 -0.667 -0.308 -0.222 -0.003 -0.0193
C -1.307 1.081 -1.013 1.278 -1.043 0.340 -0.2911
C 0.115 -2.987 0.171 0.283 0.249 0.227 -0.0490
C 2.045 -1.553 0.427 0.754 0.572 -0.569 -0.0969
H -3.485 3.102 -0.102 0.106 0.009 -0.411 0.1917
H 1.826 -3.441 1.386 -0.116 0.182 -0.200 0.1255
N -2.729 2.442 -0.214 -0.656 0.614 0.661 0.1533
C 0.254 -0.868 -0.956 -0.896 0.111 -0.530 -0.1372
C 1.498 -0.597 -0.422 -0.117 0.031 -0.197 0.0511
F 4.140 -0.430 0.283 0.283 -0.617 -0.044 0.1582
C 1.365 -2.717 0.713 0.340 -0.701 0.585 -0.0180
F 3.153 -0.525 2.194 0.317 -0.234 -0.194 0.1163
Br 0.628 3.163 -0.365 0.757 1.276 -0.190 -0.1631
C -1.916 2.022 0.757 1.745 -1.793 0.718 -0.4874
```
Forces are in eV/Å.

Its net charge is 0. The frontier orbital gap is 7.0 eV.

***

Molecular formula: C10H8CaCl3N3O2S2Te
Method: DFT, ωB97M-V/def2-TZVPD

Geometry as XYZ:
```
30
Properties=species:S:1:pos:R:3:forces:R:3:lowdin_charge:R:1
H -0.342 3.192 2.378 0.003 -0.026 0.006 0.0969
H -6.782 -2.560 -0.705 0.014 0.042 0.009 0.0151
C -3.347 -1.500 0.224 -0.215 -0.227 0.096 -1.0796
H 1.759 4.396 1.957 0.025 0.016 -0.023 0.0895
C 3.043 -1.238 -0.721 0.089 0.040 -0.067 -0.8580
Cl 4.963 -0.827 -2.649 -0.121 -0.147 0.314 0.5410
H -5.220 -2.908 -1.454 0.043 0.013 0.071 -0.0056
H 3.280 3.594 0.087 -0.004 0.017 0.015 0.0855
N 0.791 1.353 -0.232 0.144 0.111 0.205 -0.0248
O 2.655 -1.126 0.484 0.476 -0.097 -0.132 -0.2176
C -1.241 1.050 1.046 0.211 0.061 -0.150 -0.1549
Ca 0.552 -1.061 -0.259 -0.862 -0.231 -0.073 1.1126
H 2.554 1.640 -1.239 0.024 -0.022 0.027 0.1118
Cl 5.489 -0.354 0.165 -0.241 -0.273 -0.222 0.5406
H -1.931 1.460 1.778 0.032 0.050 0.055 0.0969
C 0.322 2.881 1.580 -0.048 0.028 0.040 -0.0655
O 2.225 -1.369 -1.692 0.634 0.011 -0.025 -0.2292
C 2.334 3.117 0.297 0.006 0.073 0.035 -0.0965
Te -0.695 -3.753 0.362 -0.344 -0.194 0.191 0.1371
C -0.030 1.751 0.792 -0.378 -0.031 -0.086 -0.3107
C -5.782 -2.164 -0.891 -0.180 -0.135 -0.247 -0.4771
H -5.866 -1.250 -1.480 0.032 0.016 0.043 0.0285
Cl 5.425 -3.719 -0.734 0.017 0.017 -0.014 -0.4700
N -1.602 -0.079 0.413 -0.049 0.524 0.363 -0.1779
C 4.488 -1.153 -1.011 0.251 0.485 -0.092 -1.1788
C 1.934 2.024 -0.435 -0.272 -0.257 -0.076 -0.1549
C 1.488 3.547 1.339 0.005 0.035 0.006 -0.1116
S -5.034 -1.866 0.713 0.252 0.049 0.145 0.7408
S -2.544 -2.671 -0.846 0.044 0.317 -0.048 0.1320
N -2.887 -0.410 0.729 0.412 -0.264 -0.368 -0.1157
```
Forces are in eV/Å.

Its net charge is -2. The frontier orbital gap (alpha / beta) is 5.1 / 5.6 eV.

***

no.,DFT total energy (eV)
1,-37476.5917
2,-40253.7358
3,-43241.9000
4,-169918.9091
5,-100089.0398
6,-104038.4541